No. 1
{"formula": "C17H21N3O", "method": "ωB97M-V/def2-TZVPD", "homo_lumo_gap_ha": 0.27272, "e_lumo_ev": -0.293, "smiles": "CCN(CC)c1ccc(C/N=N/c2ccccc2)c(O)c1", "charge": 0, "molar_mass_g_mol": 283.375, "de_lowest_ev": 5.715, "e_tot_ha": -899.74943, "species": ["O", "N", "N", "N", "C", "C", "C", "C", "C", "C", "C", "C", "C", "C", "C", "C", "C", "C", "C", "C", "C", "H", "H", "H", "H", "H", "H", "H", "H", "H", "H", "H", "H", "H", "H", "H", "H", "H", "H", "H", "H", "H"], "coordinates": [[-0.53436, 0.31878, -2.75330], [3.51171, 0.78062, -0.49800], [-2.56660, -1.63673, 0.29398], [-3.57145, -0.86732, 0.36224], [-4.29471, -1.80494, 2.38681], [-0.28153, -0.98063, -0.79869], [-4.53374, -0.91896, 1.31918], [3.50861, 2.05408, 0.18086], [4.49986, 3.16946, -0.11713], [-5.16940, -1.92123, 3.53089], [0.17909, 0.06242, -1.61453], [-1.67834, -1.66988, -0.92216], [0.58681, -1.40198, 0.19628], [1.38052, 0.59861, -1.50014], [1.90330, -0.78625, 0.39473], [-5.66273, -0.13289, 1.36352], [2.22431, 0.16616, -0.53274], [4.59124, 0.28780, -1.34179], [-6.29111, -1.13430, 3.50017], [4.27728, 0.63506, -2.82974], [-6.54796, -0.27109, 2.40747], [-5.67699, 0.54294, 0.51600], [-4.88429, -2.57206, 4.36311], [5.08620, 0.42889, -3.49870], [-1.19123, -0.41835, -2.93176], [4.15541, 1.74023, -2.85439], [-6.98278, -1.26347, 4.31875], [-1.51767, -2.71836, -1.19923], [2.53045, 2.62961, 0.19459], [5.52784, 0.68177, -1.01293], [-3.43494, -2.51480, 2.43852], [3.42548, 0.15163, -3.20090], [3.72883, 1.78302, 1.16766], [0.33956, -2.19168, 0.85082], [-2.19932, -1.21482, -1.79189], [5.52824, 2.81645, -0.33476], [-7.49816, 0.24344, 2.41380], [1.66938, 1.47651, -2.11419], [2.60579, -1.09450, 1.16452], [4.43156, 3.90228, 0.66510], [4.25392, 3.81792, -1.00413], [4.57193, -0.77339, -1.17786]], "forces_ev_per_angstrom": [[-1.3745, -0.3227, -0.7825], [-0.0225, 0.4421, -0.0100], [-1.4504, 0.1638, 1.4568], [3.1453, 0.3065, -5.1469], [-0.5313, -1.5074, 2.3775], [-0.2613, -0.8091, 1.8218], [1.2303, -2.9283, 4.1492], [-0.4348, 1.5123, -0.1312], [0.5312, 0.2951, -2.4932], [1.8394, 0.5393, -2.2591], [-3.3923, -2.5176, -1.7344], [-0.1683, 1.7082, -0.8331], [2.3217, 1.4881, 0.2778], [1.0166, 2.6415, -0.7775], [-2.7036, -1.4319, -0.8932], [0.6007, 0.3523, -0.9639], [2.6149, 0.3660, 1.0737], [-2.2381, 0.3112, -0.9942], [-0.3989, 0.1020, -0.4012], [1.6830, 1.6242, 1.3627], [-0.5226, -0.3628, 0.8329], [-0.9059, 0.2943, 0.1690], [-0.3315, 0.2172, -0.3770], [0.7231, -0.3587, -0.3967], [1.2624, 1.5269, 0.4883], [-0.2163, -0.6255, -0.1631], [-0.3683, 0.4306, -0.0454], [-0.2024, 0.0932, 0.5408], [0.5293, -1.3217, -0.2424], [0.6156, 0.2873, 0.1552], [-0.5651, 1.0586, -0.6064], [-1.3359, -0.6250, -0.3098], [-0.0475, 0.0843, 2.1106], [-0.5459, -0.7850, 0.5989], [-0.1657, -0.1745, 0.6015], [-0.4038, 0.2852, 0.6513], [0.1052, 0.3033, -0.0844], [-0.1860, -0.9878, 0.1860], [-0.2465, -0.0184, -0.1847], [0.4428, -0.0051, 0.7850], [-0.0801, -0.9362, 0.3543], [0.4379, -0.7156, -0.1631]], "lowdin_charge": [0.0330, -0.1580, 0.0366, 0.0488, -0.0046, -0.1405, -0.3153, -0.2439, -0.1021, -0.0716, -0.2906, -0.1139, -0.0045, 0.0086, 0.0276, -0.0347, -0.2842, -0.1853, -0.0952, -0.0658, -0.0729, 0.1149, 0.1046, 0.0537, 0.1120, 0.0811, 0.0992, 0.1170, 0.1396, 0.0960, 0.1092, 0.0413, 0.0871, 0.0906, 0.0943, 0.0714, 0.0999, 0.1575, 0.1135, 0.0608, 0.0796, 0.1053]}



No. 2
{"formula": "C7H12O", "method": "ωB97M-V/def2-TZVPD", "homo_lumo_gap_ha": 0.36308, "e_lumo_ev": 1.048, "smiles": "C1=C\\COCCCC/1", "charge": 0, "molar_mass_g_mol": 112.172, "de_lowest_ev": 2.889, "e_tot_ha": -349.04248, "species": ["O", "C", "C", "C", "C", "C", "C", "C", "H", "H", "H", "H", "H", "H", "H", "H", "H", "H", "H", "H"], "coordinates": [[2.01985, -0.26523, -0.07286], [1.57668, 1.05443, 0.08813], [-1.27569, 1.09330, -0.07264], [0.15686, 1.23018, -0.48422], [-1.10928, -1.34843, -0.41589], [0.24426, -1.68852, -0.55541], [-1.64456, -0.25972, 0.56293], [1.20166, -1.21773, 0.45216], [1.86703, -2.04807, 0.85130], [0.39175, 0.70313, -1.41322], [2.35443, 1.67394, -0.38413], [0.74458, -0.84044, 1.45880], [0.29174, 2.24016, -0.91473], [-1.25019, -0.32929, 1.53956], [-1.91829, -1.93893, -0.94394], [-2.73723, -0.27101, 0.73207], [-1.60591, 1.92168, 0.60333], [-1.88219, 1.23514, -0.84559], [0.89327, -2.20945, -1.29472], [1.68124, 1.26487, 1.10910]], "forces_ev_per_angstrom": [[2.2012, 0.6533, -0.8861], [-0.5315, -0.7139, 0.4537], [1.6719, -0.3456, 5.0168], [2.4029, 2.2949, -3.0936], [1.1463, -2.1477, -0.1686], [-2.8637, 0.4309, 0.7816], [-0.0868, -0.3693, -1.5182], [0.0506, -0.3551, 3.7726], [-0.7288, 0.5463, -0.8600], [-0.9276, -0.4007, -0.2050], [-0.7522, -0.0819, -0.4087], [0.3211, -0.4537, -1.6911], [-0.6513, 0.1774, 0.3334], [0.7776, -0.1880, 1.0369], [1.1884, 1.0852, -0.0044], [0.4004, -0.4291, -0.5241], [0.5431, -0.5861, -0.0538], [-2.1554, 0.4805, -3.8428], [-1.8201, -0.1920, -0.0960], [-0.1862, 0.5946, 1.9573]], "lowdin_charge": [-0.1536, -0.2032, -0.1949, -0.1729, -0.0578, -0.0778, -0.1841, -0.3080, 0.1407, 0.1148, 0.1337, 0.1460, 0.1149, 0.0739, 0.1058, 0.1103, 0.1291, 0.0609, 0.1253, 0.0969]}



No. 3
{"formula": "CH3N3S2", "method": "ωB97M-V/def2-TZVPD", "homo_lumo_gap_ha": 0.32283, "e_lumo_ev": -0.181, "charge": 0, "molar_mass_g_mol": 121.190, "de_lowest_ev": 2.869, "e_tot_ha": -1000.37515, "species": ["S", "S", "N", "N", "N", "C", "H", "H", "H"], "coordinates": [[-2.56832, -0.84198, -0.28391], [-2.14947, 1.16263, 0.19656], [0.58442, -1.77012, 0.18384], [1.37145, -0.97299, 0.12097], [2.22738, -0.16723, 0.24436], [-0.55393, 1.28662, 0.01207], [2.63785, 0.30360, -0.54431], [-1.30838, -1.30036, -0.18957], [-0.24101, 2.29983, 0.25997]], "forces_ev_per_angstrom": [[-0.6762, 0.0577, -0.0460], [0.6833, -0.3228, -0.1075], [-0.1227, -0.2971, -0.1058], [-1.2586, -1.5591, -0.5055], [2.2205, 1.8660, 1.1921], [-0.3227, -0.1130, -0.1234], [-0.4021, -0.2106, -0.5048], [0.0338, 0.2451, 0.0712], [-0.1554, 0.3338, 0.1295]], "lowdin_charge": [0.3204, 0.4667, 0.1776, -0.3330, 0.1059, -0.5093, 0.0833, -0.2523, -0.0593]}



No. 4
{"formula": "C28H54BBrO8", "method": "ωB97M-V/def2-TZVPD", "homo_lumo_gap_ha": 0.35142, "e_lumo_ev": 0.293, "smiles": "CCC[C@@H](C)[C@]1(B(O)O)CC(=O)O[C@@H]1C[C@@H](C)Br.C1CCOC1.C1CCOC1.C1CCOC1.C1CCOC1", "charge": 0, "molar_mass_g_mol": 609.448, "e_tot_ha": -4300.10623, "species": ["Br", "O", "O", "O", "O", "O", "O", "O", "O", "C", "C", "C", "C", "C", "C", "C", "C", "C", "C", "C", "C", "C", "C", "C", "C", "C", "C", "C", "C", "C", "C", "C", "C", "C", "C", "C", "C", "B", "H", "H", "H", "H", "H", "H", "H", "H", "H", "H", "H", "H", "H", "H", "H", "H", "H", "H", "H", "H", "H", "H", "H", "H", "H", "H", "H", "H", "H", "H", "H", "H", "H", "H", "H", "H", "H", "H", "H", "H", "H", "H", "H", "H", "H", "H", "H", "H", "H", "H", "H", "H", "H", "H"], "coordinates": [[4.25587, 1.69183, 1.42116], [-0.19627, 1.32519, 0.01212], [-5.77385, 3.17529, 5.10675], [-1.86093, 4.06917, 3.32024], [-2.22268, 0.82300, -0.88381], [6.46755, 2.41019, -1.74691], [-2.20992, -8.77240, -6.65785], [0.01368, -3.61569, -3.54166], [0.33615, 3.60912, 3.97085], [-1.63618, -6.48238, -6.73381], [-1.58732, 0.84153, 4.12417], [-4.50683, 3.82277, 5.25652], [7.63701, 3.21102, -1.91859], [-2.16778, -3.36804, -2.67162], [-0.76169, 2.09672, 2.14958], [-2.92509, -6.64428, -5.92907], [-3.39220, -8.02555, -6.37115], [-4.81274, 5.29047, 5.52849], [-2.05732, 2.00171, 1.30718], [3.05051, 2.22641, -1.06183], [2.05319, -1.97039, 2.33935], [-1.56220, 1.32042, 0.03386], [0.14541, 2.38097, 0.94272], [-0.71670, 0.70875, 2.87166], [-6.14536, 5.19501, 6.27164], [0.67336, -1.41666, 2.68853], [-6.82157, 4.04251, 5.53898], [8.18165, 0.99738, -2.54638], [8.81440, 2.24423, -1.92860], [0.01195, -2.45992, -2.69816], [6.78643, 1.03018, -1.93552], [-1.07932, -7.90001, -6.70128], [-1.44179, -2.02665, -2.56442], [1.63640, 2.72709, 0.99569], [2.62043, 1.76876, 0.31960], [0.61469, 0.02190, 3.24235], [-1.31974, -4.09469, -3.70773], [-0.74450, 3.28988, 3.19010], [-3.21104, -3.27871, -2.97011], [-0.30268, 3.27615, 0.50888], [0.02570, -1.49135, 1.82049], [1.00755, 2.92693, 3.98765], [-0.47984, -8.14536, -7.57816], [-1.86709, -6.18804, -7.75973], [2.10640, -3.03518, 2.54215], [-1.22767, -0.00416, 2.23199], [-3.97702, 3.36755, 6.10242], [9.14127, 2.03444, -0.90825], [7.56118, 3.75376, -2.86721], [-2.50431, 1.38809, 3.92912], [1.95505, 2.92443, 2.00773], [-3.96332, -8.55045, -5.60485], [-4.94297, 5.83078, 4.58790], [6.02843, 0.57773, -2.57650], [8.12410, 1.10166, -3.63171], [-4.00410, -7.96524, -7.27798], [-3.91765, 3.67003, 4.35716], [-1.72261, -1.37776, -3.39585], [2.20634, 0.77205, 0.26951], [-7.37269, 4.40010, 4.66222], [-2.79463, 1.33090, 1.72759], [-5.97427, 4.93096, 7.31717], [-3.66495, -5.86894, -6.12214], [7.68644, 3.93815, -1.10768], [2.82419, -1.49088, 2.92260], [0.64657, -1.69582, -3.14795], [-1.87636, -0.14776, 4.47000], [-1.04081, 1.31417, 4.93474], [-6.73155, 6.11198, 6.24346], [-1.63805, -1.48961, -1.64298], [-0.46823, -8.06401, -5.80711], [0.43633, -2.73273, -1.72486], [2.28770, 1.96838, -1.78954], [3.99832, 1.78859, -1.34228], [2.27648, -1.84231, 1.28666], [-2.70219, -6.64494, -4.86032], [-7.50866, 3.47913, 6.17104], [-2.13026, -3.89537, -1.71574], [8.71594, 0.07636, -2.32053], [-1.65001, 4.86854, 3.80862], [0.63494, -0.06866, 4.32536], [9.66634, 2.62718, -2.48766], [-1.32408, -5.17855, -3.58104], [-4.02888, 5.78482, 6.10126], [6.76421, 0.52529, -0.96351], [3.20011, 3.30077, -1.05796], [-0.94617, -5.75114, -6.31598], [-1.65464, -3.86386, -4.72609], [1.49597, 0.59635, 2.97296], [0.24637, -2.07386, 3.44085], [1.72208, 3.67381, 0.47453], [-2.48797, 2.96082, 1.04652]], "forces_ev_per_angstrom": [[-0.1145, -0.2186, 0.1231], [-0.3170, 0.2825, -0.2099], [0.0297, -0.0175, -0.0215], [0.3149, 0.1495, -0.4796], [1.5915, 1.1463, 2.4382], [-0.0607, 0.0066, -0.0257], [0.0038, -0.0347, -0.0057], [0.0353, -0.0079, 0.0048], [-0.1929, -0.0005, 0.0671], [-0.0387, -0.0125, -0.0185], [-0.1057, -0.4891, -0.1004], [-0.1292, -0.0292, 0.1408], [0.0089, -0.0357, -0.0305], [0.0512, 0.0157, 0.0236], [-0.2913, -0.2418, -0.0019], [0.0330, -0.0051, 0.0173], [0.0338, 0.0382, -0.0508], [-0.0371, 0.0083, -0.0256], [0.3542, -0.5396, -0.3438], [-0.0593, 0.0062, 0.1823], [-0.2197, 0.0326, -0.0084], [-1.2808, -1.2926, -2.3454], [0.1347, 0.1168, 0.0626], [0.2852, 0.2038, 0.3562], [0.0422, -0.0214, 0.0121], [0.1534, -0.0629, 0.0980], [0.0331, 0.0379, -0.0279], [-0.0017, 0.0431, -0.0148], [-0.0181, -0.0332, 0.0206], [-0.0319, -0.0179, 0.0343], [0.0475, 0.0115, 0.0520], [-0.0280, 0.0202, 0.0459], [0.0196, -0.1405, -0.0950], [0.0368, -0.3265, -0.2143], [0.0681, 0.2319, -0.0071], [-0.2017, -0.1307, -0.0818], [-0.0212, 0.0669, -0.0181], [-0.1513, -0.0020, 0.0189], [-0.0106, 0.0160, -0.0117], [-0.0426, 0.2247, -0.0204], [-0.0678, -0.0346, -0.2107], [0.2955, -0.0706, -0.0631], [-0.0012, -0.0229, -0.0108], [-0.0012, -0.0063, -0.0049], [-0.0008, -0.1736, 0.0093], [-0.0886, 0.0003, -0.2929], [0.0185, 0.0314, -0.0073], [-0.0057, 0.0018, 0.0065], [0.0240, 0.0027, 0.0030], [-0.1607, 0.1608, 0.0597], [-0.0927, -0.0645, 0.3153], [0.0027, -0.0227, 0.0060], [-0.0033, -0.0057, -0.0005], [-0.0173, 0.0075, -0.0064], [-0.0070, 0.0038, -0.0020], [-0.0123, 0.0157, 0.0131], [-0.0314, -0.0530, -0.0496], [-0.0011, 0.0144, 0.0035], [0.1691, -0.3357, 0.2270], [-0.0082, 0.0148, 0.0167], [-0.4160, 0.2366, 0.1561], [0.0018, -0.0049, 0.0029], [-0.0004, 0.0152, -0.0171], [-0.0215, 0.0057, 0.0142], [0.3533, 0.1711, 0.1693], [0.0187, -0.0063, -0.0170], [-0.0208, -0.1407, 0.1442], [0.0305, 0.2444, 0.1317], [0.0021, 0.0165, -0.0166], [-0.0334, 0.0653, 0.0556], [0.0114, 0.0216, -0.0054], [-0.0078, 0.0191, 0.0066], [-0.1737, 0.0102, -0.1582], [0.0662, -0.2150, -0.1883], [0.1694, 0.1868, -0.1930], [-0.0087, -0.0087, 0.0075], [-0.0001, -0.0242, -0.0031], [0.0020, -0.0047, 0.0016], [0.0154, -0.0064, 0.0183], [-0.1322, 0.1569, 0.3474], [0.2638, 0.1418, 0.2190], [0.0074, -0.0044, -0.0236], [0.0406, -0.0109, -0.0061], [-0.0018, 0.0011, 0.0220], [0.0046, -0.0124, -0.0123], [0.0270, 0.2025, -0.0740], [0.0026, 0.0046, 0.0259], [-0.0448, -0.0192, 0.0156], [0.2006, 0.1354, -0.3499], [-0.2778, -0.0609, 0.1065], [0.2018, 0.2444, 0.0189], [-0.2137, 0.1768, 0.0503]], "lowdin_charge": [0.6853, 0.0577, -0.1392, 0.1773, 0.0962, -0.1692, -0.1413, -0.1412, 0.1961, -0.1686, -0.0411, -0.2065, -0.2030, -0.1621, -0.2167, -0.1774, -0.2070, -0.1706, -0.0137, -0.1335, -0.0974, -0.4030, -0.2185, -0.2831, -0.1700, -0.2332, -0.2083, -0.1673, -0.1686, -0.2013, -0.2150, -0.2030, -0.1643, -0.1616, -0.6949, -0.1383, -0.2215, -0.6568, 0.1110, 0.1556, 0.0979, 0.0978, 0.1156, 0.1145, 0.0669, 0.1206, 0.1218, 0.1133, 0.1168, 0.0812, 0.0694, 0.1156, 0.1144, 0.1164, 0.1133, 0.1162, 0.0908, 0.1189, 0.0790, 0.1166, 0.1364, 0.1127, 0.1124, 0.1166, 0.0635, 0.1155, 0.0968, 0.0899, 0.1099, 0.0884, 0.1173, 0.1130, 0.0876, 0.0361, 0.0635, 0.0995, 0.1156, 0.1133, 0.1111, 0.1175, 0.1092, 0.1100, 0.1069, 0.1098, 0.1123, 0.0820, 0.1012, 0.1133, 0.0957, 0.1055, 0.1174, 0.1415]}



Q: Number 3 is which compound?
A: CH3N3S2